Entry 1:
The following is a quantum chemistry calculation of a molecular structure, C28H53Al2BeCl4F4KLiN3O6P2 in a non-equilibrium geometry, from the Open Molecules 2025 dataset.

Last column: Mulliken charge in e.
Element x y z (Å)
C (6.406, 0.822, 2.722)  -1.0664
C (5.535, 0.935, 1.314)  -0.0858
C (3.894, 0.991, 1.587)  0.6023
C (3.121, 0.475, 0.194)  -0.7600
N (1.788, 1.087, 0.100)  -0.2213
P (0.433, 0.072, -0.470)  0.9640
C (-0.875, -1.232, -1.013)  -1.0557
N (-0.421, -2.112, -2.198)  -0.0713
C (-1.607, -2.838, -2.804)  -0.8522
P (1.660, -0.186, -2.297)  0.3794
N (2.605, -1.543, -2.205)  -0.7806
C (-0.490, 1.597, -1.093)  -0.5759
Cl (-0.501, 3.097, 0.083)  -0.1112
C (-1.252, 1.887, -2.299)  0.3095
C (-1.978, 3.371, -2.597)  -1.0543
Cl (-1.505, 0.659, -3.596)  -0.0774
C (-0.441, 0.070, 1.256)  0.7720
C (-2.060, 0.077, 1.244)  -1.0977
C (0.138, -1.203, 2.178)  0.0078
C (-0.626, -1.357, 3.620)  -0.6689
C (-0.723, 0.023, 4.502)  -0.4698
H (7.453, 1.375, 2.585)  0.3009
H (6.659, -0.307, 3.013)  0.3184
H (5.837, 1.358, 3.605)  0.2305
H (5.829, -0.011, 0.656)  0.3254
H (5.931, 1.915, 0.777)  0.3321
H (3.542, 2.046, 1.943)  -0.8214
H (3.681, 0.130, 2.383)  0.2924
H (3.803, 0.908, -0.686)  0.1450
H (3.258, -0.671, 0.184)  0.2343
H (1.640, 1.578, 0.993)  -0.1596
H (1.164, -1.084, 0.037)  0.7759
H (-1.913, -0.815, -1.311)  0.3740
H (-1.084, -2.062, -0.177)  0.2681
H (0.252, -2.818, -1.781)  0.2500
H (-2.485, -2.137, -3.142)  0.2994
H (-1.982, -3.688, -2.065)  0.1954
H (-1.233, -3.406, -3.775)  0.3677
H (0.970, -0.359, -3.511)  0.1520
H (2.476, 1.028, -2.446)  0.2018
H (3.629, -1.253, -2.228)  0.2732
H (-2.680, 3.300, -3.531)  0.3917
H (-1.120, 4.169, -2.810)  0.1911
H (-2.667, 3.705, -1.681)  0.3252
H (-0.166, 1.011, 1.938)  -0.5496
H (-2.416, -1.059, 1.333)  0.2580
H (-2.449, 0.595, 2.235)  0.1233
H (-2.598, 0.510, 0.309)  0.1791
H (1.270, -0.900, 2.410)  -0.1234
H (0.139, -2.222, 1.612)  0.2097
H (-1.710, -1.827, 3.497)  0.2611
H (-0.029, -2.142, 4.291)  0.3847
H (-0.486, -0.123, 5.654)  0.3260
H (-1.782, 0.510, 4.360)  0.1870
H (0.083, 0.785, 4.096)  -0.1771
Be (7.020, 0.571, -0.370)  0.0452
C (-6.786, -7.281, -1.698)  -1.2122
C (-5.795, -7.812, -2.722)  -0.1576
C (-4.743, -8.746, -2.119)  -0.6938
C (-3.822, -8.109, -1.071)  -0.9375
C (-3.034, -6.886, -1.546)  -0.1895
C (-2.073, -7.192, -2.684)  -1.4210
H (-6.292, -6.671, -0.936)  0.2811
H (-7.535, -6.652, -2.189)  0.3792
H (-7.309, -8.102, -1.198)  0.3039
H (-5.316, -6.975, -3.239)  0.1121
H (-6.352, -8.366, -3.487)  0.3646
H (-4.136, -9.161, -2.933)  0.3003
H (-5.250, -9.602, -1.658)  0.3969
H (-3.115, -8.874, -0.725)  0.3913
H (-4.412, -7.827, -0.192)  0.3363
H (-2.458, -6.495, -0.699)  0.3692
H (-3.717, -6.084, -1.848)  0.3385
H (-1.352, -7.962, -2.389)  0.4018
H (-1.513, -6.291, -2.955)  0.5238
H (-2.600, -7.535, -3.578)  0.3877
C (3.921, 5.818, 4.136)  -0.6740
C (4.279, 7.109, 4.036)  0.5772
C (4.960, 7.449, 2.714)  0.3809
O (5.306, 8.586, 2.380)  -0.6810
C (5.235, 6.342, 1.760)  -0.7293
C (4.888, 5.047, 1.866)  0.5521
C (4.112, 4.729, 3.141)  0.8695
O (3.633, 3.623, 3.408)  -0.8148
O (5.123, 4.102, 1.051)  -0.6639
O (4.114, 8.037, 4.887)  -1.1796
H (3.420, 5.483, 5.037)  0.4690
H (5.783, 6.664, 0.882)  0.4350
K (4.865, 9.792, 5.396)  0.9961
Al (1.565, 3.559, 3.303)  0.7134
F (-6.526, 4.759, 0.887)  -0.4624
Al (-5.935, 3.892, -0.577)  0.8072
F (-7.337, 3.437, -1.612)  -0.4686
F (-5.050, 2.406, -0.078)  -0.4082
F (-4.828, 4.967, -1.506)  -0.4586
C (1.231, 6.174, -1.357)  -0.2246
C (0.600, 7.095, -2.386)  0.7114
O (0.388, 8.277, -1.994)  -0.5207
O (0.367, 6.559, -3.506)  -0.5928
H (1.408, 6.695, -0.411)  0.2821
H (0.570, 5.323, -1.166)  -0.2753
H (2.189, 5.801, -1.731)  0.2611
Cl (-1.735, 3.372, 2.501)  -0.2406
Cl (-3.235, -5.278, -3.458)  -0.3153
Li (3.365, -0.498, -4.361)  0.9054

Summary:
- 2S+1: 1
- LUMO: -6.33 eV
- Orbital gap: 1.2 eV
- Calculated total energy: -156292.70916 eV
- Highest occupied orbital energy: -0.2761 Ha
- Net charge: 0

Entry 2:
The following is a quantum chemistry calculation of 3 unconnected molecules or ions with the total composition C28H53F7N5O11S, from the Open Molecules 2025 dataset.

Last column: Mulliken charge in e.
Element x y z (Å)
C (4.341, -2.483, -0.350)  -0.9013
C (4.486, -0.962, -0.352)  -0.2970
O (3.366, -0.366, -1.001)  -0.2842
C (3.635, 0.848, -1.670)  -0.6610
C (2.388, 1.697, -1.667)  -0.3281
O (2.253, 2.311, -0.393)  -0.3243
C (1.258, 3.297, -0.292)  -0.6844
C (0.246, 2.904, 0.763)  -0.6236
O (-0.752, 2.075, 0.152)  -0.2773
C (-1.604, 1.489, 1.080)  -0.7725
C (-2.807, 0.977, 0.345)  0.6273
C (-3.166, 1.484, -0.896)  -0.4859
C (-4.303, 1.017, -1.495)  -0.6122
C (-5.029, 0.041, -0.800)  0.2064
S (-6.579, -0.599, -1.461)  1.2517
O (-7.168, 0.487, -2.168)  -0.6187
O (-7.216, -1.370, -0.456)  -0.6077
C (-5.828, -1.740, -2.743)  0.5983
F (-4.773, -2.325, -2.150)  -0.3190
F (-5.381, -0.956, -3.725)  -0.2790
C (-6.790, -2.818, -3.321)  0.6529
F (-7.633, -2.190, -4.150)  -0.2752
F (-7.482, -3.385, -2.330)  -0.2417
C (-6.048, -3.942, -4.101)  0.6622
F (-6.932, -4.617, -4.845)  -0.2243
F (-5.111, -3.402, -4.897)  -0.2375
F (-5.454, -4.783, -3.234)  -0.2307
N (-4.686, -0.412, 0.362)  -0.9943
N (-3.586, 0.067, 0.918)  1.1342
C (-3.236, -0.594, 2.179)  -1.9463
C (-2.346, -1.879, 1.967)  1.2423
N (-1.684, -1.792, 0.653)  -0.4581
N (-3.230, -3.020, 2.022)  -0.6836
N (-1.486, -1.931, 3.130)  -0.6480
H (3.389, -2.753, -0.811)  0.3477
H (4.347, -2.883, 0.665)  0.2905
H (5.155, -2.959, -0.897)  0.1309
H (4.535, -0.573, 0.672)  0.2335
H (5.401, -0.661, -0.870)  0.3850
H (3.933, 0.646, -2.707)  0.3435
H (4.438, 1.398, -1.167)  0.3941
H (2.443, 2.462, -2.451)  0.4187
H (1.526, 1.045, -1.861)  0.1700
H (0.735, 3.427, -1.247)  0.3480
H (1.708, 4.259, -0.025)  0.4046
H (0.766, 2.328, 1.538)  0.3203
H (-0.230, 3.775, 1.230)  0.4341
H (-1.106, 0.671, 1.614)  0.2074
H (-1.954, 2.219, 1.828)  0.4429
H (-2.533, 2.242, -1.336)  0.6430
H (-4.666, 1.377, -2.450)  0.6330
H (-2.789, 0.129, 2.857)  0.4899
H (-4.178, -0.928, 2.607)  0.5033
H (-0.750, -1.397, 0.725)  0.1346
H (-1.560, -2.729, 0.285)  0.2698
H (-3.679, -3.206, 1.134)  0.2042
H (-2.760, -3.855, 2.348)  0.2855
H (-0.751, -1.234, 3.088)  0.2824
H (-1.024, -2.833, 3.187)  0.3049
C (6.649, -8.257, -0.457)  -0.7557
O (7.601, -7.220, -0.418)  -0.2425
C (7.245, -6.143, -1.260)  -0.4995
C (8.211, -4.992, -1.090)  -0.5519
O (7.948, -4.186, 0.049)  -0.3779
C (8.400, -4.702, 1.293)  -0.4872
C (9.880, -4.504, 1.534)  -0.6263
O (10.628, -5.491, 0.855)  -0.2364
C (12.015, -5.262, 0.954)  -0.7668
H (6.529, -8.650, -1.473)  0.2998
H (7.007, -9.055, 0.190)  0.2305
H (5.671, -7.914, -0.098)  0.3053
H (6.228, -5.798, -1.023)  0.2686
H (7.259, -6.471, -2.309)  0.4463
H (8.092, -4.327, -1.948)  0.4097
H (9.238, -5.364, -1.079)  0.3001
H (8.143, -5.759, 1.396)  0.2587
H (7.858, -4.136, 2.053)  0.3920
H (10.079, -4.562, 2.614)  0.4513
H (10.170, -3.503, 1.187)  0.3431
H (12.295, -4.309, 0.490)  0.3143
H (12.518, -6.074, 0.433)  0.2274
H (12.344, -5.252, 2.000)  0.3039
C (-5.656, 3.655, 0.261)  -0.6499
O (-5.342, 5.016, 0.343)  -0.2480
C (-6.318, 5.835, -0.289)  -0.6138
C (-6.011, 7.296, -0.052)  -0.4714
O (-6.436, 7.768, 1.212)  -0.4390
C (-5.575, 7.504, 2.308)  -0.3388
C (-4.401, 8.452, 2.401)  -0.6466
O (-3.370, 8.056, 1.512)  -0.1968
C (-2.329, 9.007, 1.468)  -0.7736
H (-5.725, 3.325, -0.785)  0.2939
H (-4.847, 3.116, 0.760)  0.0786
H (-6.598, 3.416, 0.769)  0.4017
H (-7.314, 5.602, 0.109)  0.3496
H (-6.320, 5.633, -1.369)  0.4303
H (-6.576, 7.875, -0.785)  0.3915
H (-4.945, 7.483, -0.209)  0.2502
H (-5.218, 6.471, 2.291)  0.1663
H (-6.193, 7.643, 3.196)  0.3861
H (-4.018, 8.454, 3.431)  0.4512
H (-4.739, 9.467, 2.159)  0.3524
H (-2.688, 9.974, 1.099)  0.3108
H (-1.567, 8.630, 0.789)  0.2169
H (-1.884, 9.156, 2.458)  0.3100

Summary:
- 2S+1: 1
- LUMO: -4.63 eV
- Orbital gap: 6.0 eV
- Calculated total energy: -89713.54424 eV
- Highest occupied orbital energy: -0.3917 Ha
- Net charge: +1